[1]
DFT (ωB97M-V/def2-TZVPD) results for a structure of composition C2H2O3S.

Each line ends with the Mulliken charge.
Positions of all 8 atoms, in Å:
S: -1.63160 0.48968 0.44144  0.4898
O: 1.43747 -1.34510 -0.05172  -0.4291
O: -0.84264 -1.12585 0.30194  -0.3713
O: -2.41113 0.79179 -0.73898  -0.4647
C: 0.45228 -0.47839 0.17670  0.3983
C: 0.16948 0.84766 0.19284  -0.4526
H: 2.02431 -0.83069 -0.63458  0.3529
H: 0.80182 1.65091 0.31237  0.4766

Properties
Lowest unoccupied orbital energy in eV: 0.323
Electronic energy in eV: -19081.3355
Frontier orbital gap in eV: 10.1


[2]
DFT (ωB97M-V/def2-TZVPD) results for a structure of composition C30H31F5N7O5Sc.

Each line ends with the Mulliken charge.
Positions of all 79 atoms, in Å:
Sc: -0.97044 -0.76240 -0.18617  0.0079
F: -3.58840 -4.71539 3.74094  -0.3449
F: -2.35410 -3.41254 1.75840  -0.3518
F: -5.13419 -0.64442 5.53971  -0.3467
F: -3.90554 0.70891 3.56610  -0.3533
F: -5.00307 -3.38411 5.65744  -0.3569
O: -2.68358 -1.90147 -0.71650  -0.1691
O: -1.81430 2.97361 -2.04814  -0.9821
O: -2.54430 -0.60070 1.60201  -0.3890
O: 0.72068 0.13596 -1.42772  -0.2574
O: -2.07387 0.91477 -1.19229  -0.4490
N: -1.10600 1.47513 1.12688  -0.2549
N: 1.07286 -2.05831 -2.11343  -0.7132
N: -0.22256 -2.30271 -1.68506  0.3965
N: 0.39057 -1.17827 1.18761  -0.2201
N: 2.16046 2.92222 -0.40009  -0.2381
N: 0.80821 3.69173 -2.11879  -0.4880
N: 0.88522 4.82071 -0.07900  -0.2172
C: 2.31964 0.23482 1.57271  1.1052
C: -4.37983 -3.52301 -1.04360  -1.7201
C: -2.94414 -3.04380 -1.18428  1.0090
C: 0.18565 -4.39830 -2.86852  -1.3628
C: 5.40201 -0.16631 -3.51619  -0.3438
C: -1.75247 2.11363 -1.12598  0.5736
C: -3.80656 -0.64455 3.57967  -0.0385
C: 2.27800 -2.00363 2.49844  -0.8903
C: -3.65408 -3.36790 3.68645  0.0447
C: 3.49808 -1.75925 3.08292  -0.3185
C: 3.23124 0.66962 -2.92618  0.5430
C: -1.12892 2.57541 0.21616  2.9596
C: 1.25632 3.79492 -0.87175  0.1737
C: -0.69019 -3.45604 -2.08011  1.3022
C: 4.16891 -0.52984 2.94709  -0.6719
C: 3.54678 0.44975 2.16915  -0.1613
C: 4.50668 0.88659 -3.43238  -0.7551
C: -4.37134 -2.70129 4.66757  0.5940
C: -3.07141 -1.27061 2.53592  0.2762
C: 3.71841 -1.63442 -2.60573  -0.6187
C: -3.01870 -2.68919 2.66839  0.1035
C: -1.66811 5.10228 -0.12192  -0.4616
C: 1.56757 -1.00905 1.70987  -0.1247
C: 4.99156 -1.43171 -3.10821  -0.6356
C: -2.02523 -3.86058 -1.82050  -1.3297
C: -4.43842 -1.32393 4.59829  0.0414
C: 2.81230 -0.57606 -2.48424  0.0956
C: 1.43239 -0.82839 -1.93100  0.3446
C: -1.70080 3.88230 0.79444  -1.3546
C: -0.26277 5.70210 -0.36023  -0.9566
H: -0.08296 2.71581 -0.01715  -1.8946
H: 2.36534 2.97137 0.58979  0.3470
H: 4.79640 1.87846 -3.76137  0.3727
H: -2.73048 3.68856 1.10517  0.4818
H: -1.15297 4.10440 1.72149  0.3056
H: -0.32002 -5.35410 -3.00923  0.3667
H: -2.11723 4.81524 -1.07197  0.3165
H: -0.11069 6.56484 0.28836  0.4088
H: 1.10637 2.84272 -2.58127  0.4611
H: -2.34197 -4.83650 -2.16557  0.1726
H: 3.96642 -2.54958 3.66760  0.2995
H: -0.21113 3.78013 -2.23300  0.3634
H: -4.41084 -4.54907 -0.67304  0.3608
H: -4.90518 -2.86882 -0.34996  0.3179
H: 1.78943 -2.96546 2.61558  0.3178
H: -0.16770 6.04836 -1.38848  0.3539
H: 0.96233 4.58387 0.90012  0.3411
H: 5.12994 -0.35456 3.41702  0.3301
H: 1.13161 -4.55012 -2.34970  0.2677
H: 2.51623 1.46774 -2.92965  0.1251
H: 6.40544 -0.00726 -3.89363  0.3600
H: 5.67818 -2.26784 -3.17741  0.3518
H: 3.39493 -2.61165 -2.27702  0.4170
H: 2.00855 1.95083 -0.68577  -0.4639
H: 1.86049 1.00112 0.94812  -0.6054
H: -4.88455 -3.49226 -2.01270  0.3660
H: -2.28003 5.89778 0.30974  0.4916
H: 4.05289 1.40519 2.02232  0.1800
H: -2.02076 1.16875 1.45319  0.2972
H: 0.42726 -3.96766 -3.84178  0.2695
H: -0.49553 1.61342 1.92200  0.2255

Properties
Lowest unoccupied orbital energy in eV: 3.850
Electronic energy in eV: -86573.4787
Charge: -2
Frontier orbital gap in eV: 3.8